No. 1
133
Properties=species:S:1:pos:R:3:forces:R:3 method="wB97M-V/def2-TZVPD" s2=6.06 total_energy_ev=-108017.3602 spin_multiplicity=5 total_charge=+2 orbital_gap_ev="5.16 / 4.18" homo_ev="-10.14 / -12.65"
H -2.359166 2.580855 -6.784149 0.0 0.0 0.0
C -0.670341 -3.772632 -3.608622 0.0 0.0 0.0
C -7.141453 0.487825 0.326723 -0.1 0.0 -0.1
H 0.326696 -1.809086 5.173034 0.0 0.0 0.0
C 0.326349 -5.671238 -4.804576 0.0 0.0 0.0
H -7.460194 -2.349972 0.734840 0.0 0.0 0.0
C -2.097377 2.188127 -5.800402 0.0 0.0 0.0
C -5.523925 -1.441591 0.622808 0.1 0.1 0.0
C 3.235054 0.938378 -0.708769 0.0 0.0 0.1
C 1.646601 3.029035 2.043864 0.0 0.0 0.0
N 0.180485 1.082827 -1.490478 -0.3 0.2 0.1
C 3.228279 0.067278 1.434311 0.0 0.0 0.0
H -3.503933 4.596150 -1.681487 0.0 0.0 0.0
C -4.872014 1.546120 -1.277889 0.0 0.1 0.0
Si -0.935553 -0.855599 3.226127 0.0 0.0 0.1
C -5.733175 1.511036 -2.371417 0.1 -0.1 0.0
H -1.833439 1.135458 -5.920537 0.0 0.0 0.0
H -3.373091 -0.817563 3.508948 0.0 0.0 0.0
H -1.043346 3.997367 -2.577918 0.0 0.0 0.0
H -2.267356 4.522279 -4.397051 0.0 0.0 0.0
C 4.530594 -2.689071 -0.909440 -0.1 0.0 0.1
N -4.802574 0.417375 -0.396417 0.0 -0.2 -0.2
H 3.802800 -0.392043 4.691058 0.0 0.0 0.0
C -0.931451 3.001270 -5.210472 0.0 0.0 0.0
O 4.384640 1.359783 -3.847050 0.0 0.0 0.1
H -7.942049 -0.042270 -0.186171 0.0 0.0 0.0
C -1.130349 -2.501771 2.329836 0.0 -0.1 0.0
Si 2.148704 -0.519632 2.859471 -0.1 0.0 0.0
H -0.449477 -0.283886 5.603512 0.0 0.0 0.0
C 0.269146 2.958769 -6.169849 0.0 0.0 0.0
H -2.934863 0.298525 2.193800 0.0 0.0 0.0
C 4.613710 1.060249 -0.710545 0.0 0.0 0.0
H -2.979988 2.250274 -5.157627 0.0 0.0 0.0
H 0.543624 1.937100 -6.437806 0.0 0.0 0.0
C -1.364454 2.631413 1.920007 0.0 0.0 0.0
H -1.590761 -3.083329 -6.097225 0.0 0.0 0.0
C 2.248362 -2.391073 2.814761 0.0 0.0 0.0
C 0.272509 -1.870428 -2.555638 0.2 0.4 0.0
C 0.372680 0.526913 -2.679050 0.1 -0.4 0.2
H 0.202291 0.525963 -4.786729 0.0 0.0 0.0
H 2.487164 -2.072586 -0.985677 0.0 0.0 0.0
C 2.857220 0.109866 4.468448 0.0 0.0 0.0
H -1.269170 3.695417 1.679772 0.0 0.0 0.0
C -2.648064 -0.062801 3.184890 0.0 0.0 0.0
H 0.341474 -6.270760 -3.892148 0.0 0.0 0.0
H -2.296421 -6.071553 -5.608236 0.0 0.0 0.0
H 1.923081 -2.786294 1.847791 0.0 0.0 0.0
C 3.551702 -1.523367 -2.785387 0.5 0.4 0.4
H 6.400938 0.698455 0.424519 0.0 0.0 0.0
C 4.824406 -1.531810 -3.416471 -0.2 0.0 0.1
O 4.980399 -0.953724 -4.650245 -0.1 0.3 0.1
H 0.240747 -6.348826 -5.655908 0.0 0.0 0.0
H -1.589109 2.078803 1.005250 0.0 0.0 0.0
H -1.741410 -4.978674 -2.172015 0.0 0.0 0.0
C 0.045560 2.455803 4.561237 0.1 -0.1 0.1
C -1.376228 4.450776 -5.026535 0.0 0.0 0.0
H -1.258448 -3.525661 -0.279100 0.0 0.0 0.0
H -1.098603 -4.551197 -6.944016 0.0 0.0 0.0
H 1.760549 2.913460 0.964634 0.0 0.0 0.0
C 2.572895 -0.896898 -3.567494 0.6 -0.8 -1.9
N 2.553485 0.439029 0.326804 0.1 0.0 -0.1
C 0.443876 0.178577 2.481245 -0.3 0.0 -0.1
C -2.171008 -5.468805 -4.709283 0.0 0.0 0.0
C -4.198821 -1.636871 0.420564 -0.1 0.0 0.0
C -4.054955 2.637338 -1.021608 0.0 -0.1 0.1
H 3.297334 -2.674746 2.943079 0.0 0.0 0.0
C 0.073177 -2.602011 -3.701647 0.1 0.1 -0.1
H -0.848665 2.006217 5.002369 0.0 0.0 0.0
H -0.586500 5.065356 -4.589675 0.0 0.0 0.0
H -1.016082 -2.375434 1.251650 -0.1 0.0 0.0
C 5.912644 -2.111248 -2.796763 0.1 -0.1 0.0
H 4.423662 -3.136910 0.070866 0.0 0.0 0.0
Si 0.231290 2.025324 2.747860 0.0 0.1 0.0
C -3.669256 -0.470434 -0.249106 0.2 0.3 -0.2
H 2.607004 2.773827 2.500251 0.0 0.0 0.0
C 5.767440 -2.704949 -1.550524 0.0 0.1 -0.1
H -5.024095 4.569030 -3.626360 0.0 0.0 0.0
O 1.063071 -0.698113 -2.645928 -1.4 0.4 0.8
C -1.162200 -4.081240 -2.338697 -0.1 -0.1 0.0
H 1.681473 -2.890736 3.601879 0.0 0.0 0.0
H 1.278246 -5.142710 -4.883698 0.0 0.0 0.0
C -6.541962 -2.270601 1.316700 0.0 0.0 0.0
C -4.975235 3.711339 -2.967941 0.0 0.0 0.0
H 1.142559 3.441205 -5.726217 0.0 0.0 0.0
C -0.572517 -1.206485 5.031714 0.0 0.0 0.0
C -0.673474 2.985434 -2.654304 0.0 0.1 0.0
H -2.183641 -6.156454 -3.862706 0.0 0.0 0.0
C -5.781714 2.605596 -3.217025 0.0 0.0 0.0
H 5.097808 1.452345 -1.592764 0.0 0.0 0.0
Pd 0.315769 -0.136662 0.327491 0.8 -0.3 -0.1
C 5.320425 0.637791 0.400771 0.0 0.0 0.0
H 0.519126 -2.260656 -4.625683 0.0 0.0 0.0
H -6.444674 2.596534 -4.071443 0.0 0.0 0.0
H -7.073953 1.501586 -0.051582 0.0 0.0 0.0
O -2.570866 -0.169747 -0.656279 -0.4 -0.1 0.2
H 2.181072 -0.083424 5.304417 0.0 0.0 0.0
H 1.459392 4.086710 2.255688 0.0 0.0 0.0
H 2.678516 1.263052 -1.577159 0.0 0.0 0.0
H 5.133274 -0.167375 2.386436 0.0 0.0 0.0
H 3.055586 1.183364 4.431114 0.0 0.0 0.0
H -0.040136 3.540297 4.677066 0.0 0.0 0.0
H -3.599447 -2.477632 0.729852 0.0 0.0 0.0
C 4.614115 0.145463 1.488060 0.0 0.1 0.0
C -0.535451 2.361430 -3.889866 0.0 0.0 0.0
H -3.411018 2.641003 -0.150945 0.0 0.0 0.0
C 0.010912 1.078146 -3.879632 0.1 -0.1 -0.1
H 0.905845 2.132367 5.151637 0.0 0.0 0.0
H -3.030550 -4.798324 -4.631643 0.0 0.0 0.0
N -0.162890 -2.138286 -1.348996 -0.2 0.0 0.0
H -1.411096 -1.758514 5.468079 0.0 0.0 0.0
S 4.094160 0.448355 -4.944055 0.3 0.0 -0.2
H 0.020591 3.487686 -7.090412 0.0 0.0 0.0
H 6.621757 -3.166291 -1.074110 0.0 0.0 0.0
H -2.725814 0.778027 3.876979 0.0 0.0 0.0
H 0.127947 -3.458992 -6.333430 0.0 0.0 0.0
H -6.336503 0.632405 -2.566703 0.0 0.0 0.0
H 6.870231 -2.081517 -3.300483 0.0 0.0 0.0
C 3.436274 -2.099929 -1.505792 -0.1 0.0 -0.2
N -5.870330 -0.196881 0.095501 0.1 0.1 0.2
H -1.625683 4.878237 -5.997806 0.0 0.0 0.0
C -0.898859 -3.257030 -1.263529 0.1 -0.1 0.1
C -4.115506 3.724809 -1.877539 0.0 0.1 -0.1
H -6.148712 -3.270995 1.477822 0.0 0.0 0.0
C -0.851132 -3.887850 -6.115299 0.0 0.0 0.0
H -7.339877 0.500962 1.397343 0.0 0.0 0.0
H -0.387619 -3.232869 2.649635 0.0 0.0 0.0
C -0.857797 -4.686962 -4.805800 0.0 0.0 -0.1
H -2.119132 -2.925915 2.537978 0.1 0.0 0.0
C -0.333285 2.317425 -1.492461 0.1 0.0 -0.1
N 2.561699 -0.227711 -4.658620 0.0 -0.3 0.8
H -2.220169 2.527500 2.589777 0.1 0.0 0.0
H -6.788641 -1.842297 2.290720 0.0 0.0 0.0
H -0.453570 2.784526 -0.526829 0.0 0.0 0.0

No. 2
176
Properties=species:S:1:pos:R:3:forces:R:3 method="wB97M-V/def2-TZVPD" total_energy_ev=-273833.3906 total_charge=+1 orbital_gap_ev=8.00 homo_ev=-11.72
C -1.132608 4.210790 -3.494925 -0.1 -0.2 0.6
C -8.389724 3.445980 0.156354 0.2 0.4 -0.5
F 3.579889 2.241596 -1.758611 0.2 -0.2 -0.1
H -0.100152 -5.320058 -1.676386 -0.1 -0.1 -0.2
H -1.333497 -5.492344 -3.468069 0.2 0.2 0.0
H -5.437540 -2.420238 -1.034487 -0.3 0.0 0.2
C -1.410288 1.056962 2.727728 -0.1 -0.3 -0.1
C 0.314896 -4.606355 -0.969092 0.3 -0.5 -0.2
H -3.428796 0.306490 -0.782412 -0.3 0.2 0.0
F -1.161269 -10.999619 4.866436 -0.2 0.0 0.0
C -2.921885 3.744310 8.210503 0.6 0.3 -0.1
H -2.527119 2.519299 0.567833 -0.3 -0.5 -0.3
H -0.271518 -0.194941 -5.154905 0.1 0.5 0.0
H -1.982604 -8.405632 5.508908 0.1 0.0 0.3
H 0.642667 0.180434 -3.160008 0.3 -0.2 0.0
H -2.416952 -0.750947 -5.468991 -0.5 0.5 0.3
F -5.046884 1.679021 10.542733 0.0 0.1 0.0
H 2.738908 3.501487 -0.475161 0.1 0.1 0.0
H -8.111618 2.768080 2.196386 0.0 0.1 0.0
C 1.195538 -0.788696 -1.287085 0.1 -1.1 1.2
C -3.955647 1.884119 9.773428 0.0 -0.1 0.4
H -2.770738 -2.418349 0.102836 0.4 0.0 -0.1
H -0.773287 -1.113587 0.843564 0.4 0.1 0.0
H -1.563690 -4.325708 1.957661 -0.1 0.2 -0.1
H 3.829413 -0.374226 -1.287192 0.1 0.2 0.0
F -3.751759 0.752684 4.782109 0.2 0.2 0.1
C -0.297441 -1.015228 -1.648216 -0.6 1.3 -1.2
C -2.032782 0.241966 1.589453 0.5 -0.5 0.9
H -2.433853 -5.833403 -4.811676 0.1 0.1 -0.3
C -1.972251 -1.405043 -4.728636 0.6 -0.8 -1.1
F -2.127054 1.608501 6.801518 -0.2 -0.1 0.0
C -4.057268 3.277848 9.141673 -0.3 0.1 -0.6
H 9.904365 4.226434 -4.685875 0.1 -0.1 0.1
C 10.167308 8.783284 -2.259181 0.0 0.3 0.2
H 1.639543 2.119805 -4.047029 0.4 0.0 0.0
H 3.993314 -2.133905 -1.291513 0.2 -0.1 0.5
F 11.586348 3.814595 -2.856507 0.0 -0.1 0.0
F 9.462653 9.840956 -2.718222 0.1 0.0 0.0
H -6.856260 1.531886 -3.490916 0.0 0.0 0.0
H -0.080483 -2.877142 -2.720675 0.3 0.1 -0.3
H -1.476852 -5.873116 2.747189 0.0 -0.2 0.3
H 13.023884 7.406767 -3.566007 0.0 0.0 -0.1
F 10.543798 8.167047 -4.514270 -0.1 0.0 0.1
H -1.239535 -8.890489 4.015753 0.1 -0.1 0.0
H 2.045482 -1.097383 -3.227144 -0.2 0.0 -0.3
F 7.975168 1.189985 -0.470794 0.1 0.1 -0.1
H -2.110637 4.376006 -3.059107 -0.2 0.1 0.1
C -1.358996 -0.200859 -0.808172 -0.3 -0.1 0.5
C -0.372714 -0.174801 -2.989404 1.9 0.3 -0.5
H -4.358881 -2.202940 -2.351095 0.0 0.1 -0.3
H 0.884811 1.647535 -5.590307 0.1 -0.2 -0.1
H -0.044108 -4.788096 2.692975 0.2 0.0 0.2
H -1.957643 3.345066 8.523283 -0.1 -0.3 0.0
H -0.396056 4.661727 -2.844018 0.2 -0.1 0.2
C 11.174211 8.359975 -3.335926 -0.2 -0.5 -0.4
C -1.030540 -8.695195 5.066261 -0.4 0.3 -0.5
H 1.060355 3.338441 -5.161533 0.1 0.2 -0.1
F -5.243179 3.421888 8.511696 0.0 -0.1 0.0
O -4.240694 -6.532450 -2.592217 1.5 1.8 -0.4
F 7.074775 0.145934 -2.774297 -0.1 0.0 0.1
O -3.481355 -4.372879 -2.637428 0.6 -0.6 0.4
C -0.539667 -10.046922 5.616649 0.6 0.3 -0.1
O -3.090390 3.647319 6.795524 -0.7 -0.5 0.1
O -1.191223 -6.719827 0.377782 1.1 1.8 0.5
F -0.124530 -5.501814 5.669389 0.1 0.1 0.0
H -2.980125 3.187043 -1.517705 -0.3 -0.2 -0.1
C -3.401165 -5.709017 -2.940238 -1.5 -1.3 0.4
O -0.123104 -7.594553 5.015663 0.3 -0.4 0.7
F 1.833100 -8.098000 6.982335 -0.1 -0.1 0.0
H 12.360720 7.103915 -1.989479 -0.3 0.0 0.1
C -4.143392 -4.086621 -1.400755 -0.8 0.8 -0.2
H -2.056937 -7.113212 -3.667364 0.2 -0.3 0.0
O 0.586380 -5.307589 0.245610 -0.5 0.5 0.6
F -4.055672 4.144725 10.191078 0.2 0.0 0.1
C 3.345329 3.517046 -1.383058 -0.4 -0.1 0.1
H -3.531552 -4.385808 -0.555754 0.1 -0.4 0.1
O 5.441675 3.685621 -0.207435 -0.3 -0.6 -0.4
F -9.801310 2.051687 1.408232 0.0 0.1 -0.1
H -1.621670 -3.918012 -0.698063 -0.3 -0.1 0.0
F -0.340364 -9.524591 7.944091 0.1 0.1 -0.1
H -2.540587 -3.008808 -5.906969 0.1 0.0 -0.2
N -0.959023 1.151797 -2.662863 -0.8 -0.3 0.2
F 9.288446 7.803923 -1.964936 0.1 -0.3 -0.1
F 5.806360 0.972676 -0.557446 0.0 0.0 -0.1
H 7.323085 3.840853 -1.098678 -0.1 -0.1 -0.3
H -1.134082 4.767122 -4.426376 0.1 -0.1 -0.4
H -4.124628 -1.386267 0.359930 0.1 0.1 0.5
C 3.650392 -1.277854 -1.851246 -0.4 -0.5 -0.4
F 5.303851 4.529234 -2.299757 -0.1 -0.2 0.0
C -4.414054 -2.582688 -1.339500 0.5 -0.3 0.1
F -0.852433 -6.987199 7.066677 0.2 -0.1 0.0
F -7.820356 1.263122 0.924813 0.1 0.0 -0.2
C -2.801386 2.516680 6.073460 0.6 0.5 0.6
F 11.995245 9.434280 -3.493984 0.1 0.0 0.2
F -5.881242 0.022456 -2.617359 0.1 0.1 0.0
C 6.731793 3.149095 -0.501734 0.3 0.5 0.3
C 12.099884 7.162411 -3.045786 0.6 -0.2 0.2
F 2.635128 4.103643 -2.378772 0.0 0.1 0.0
C -0.907787 -5.167410 2.164293 0.2 0.1 -0.1
H 1.279529 -4.293918 -1.348184 0.2 0.1 0.1
C -0.543609 -5.799329 0.862247 -0.9 -2.1 -1.0
H -0.364697 1.251195 2.536344 0.2 0.4 -0.2
F -9.062037 3.106704 -0.958939 0.2 -0.2 0.1
C 9.658789 4.717351 -3.742647 -0.2 0.0 -0.3
H -1.442380 0.478281 3.640007 0.0 -0.1 0.3
H -2.414099 -0.658706 2.057909 -0.3 -0.3 -0.1
F -8.968158 4.556703 0.645205 0.0 0.0 0.0
F 0.785786 -10.167931 5.392646 0.0 0.0 0.1
H -0.465254 -3.038465 0.217362 0.2 0.4 0.0
N -1.008639 -0.162749 0.598319 -0.9 0.1 -0.2
Br 1.716668 -1.454008 0.525078 0.1 0.0 -0.1
F -5.401809 1.614357 -0.522820 0.0 -0.1 0.0
O -0.833026 3.679403 -0.558313 0.7 0.2 -0.2
C 0.862537 2.347541 -4.766621 -0.4 -0.2 0.7
H -1.950873 -10.451114 7.216805 0.0 0.0 0.0
Si -0.830180 2.442130 -3.965499 0.1 1.1 -1.8
C -0.645856 -3.456318 -0.763890 -0.3 -0.3 0.0
H 10.688830 9.084037 -1.346382 0.0 -0.1 0.0
H 1.439005 0.261255 -1.218993 -0.1 0.4 0.0
C -3.473362 -1.778055 -0.410065 -1.0 0.2 -0.5
C 2.172617 -1.487225 -2.221554 0.5 0.5 -0.1
H 7.210989 3.114498 0.474846 0.0 -0.1 0.0
C 7.007543 1.480278 -2.535367 0.2 -0.3 -0.2
P -1.961162 2.748586 -0.688917 0.8 0.9 0.8
C -4.058042 1.916482 5.418362 -0.2 -0.1 -0.2
H -7.115426 3.862922 -2.205498 -0.1 -0.2 0.0
F 8.846329 3.899987 -3.008693 0.1 0.1 0.0
F 4.279625 5.491347 -0.648701 -0.1 0.0 0.0
C 0.063745 -6.773098 6.106181 -0.5 -0.2 -0.4
C -2.867446 -0.561723 -1.113254 1.0 0.0 0.3
C -6.471251 3.540714 -1.387301 -0.1 0.7 -0.1
F -4.993890 1.640435 6.335827 0.0 0.0 0.2
F 8.975498 5.838106 -4.006561 0.0 0.2 0.2
H -2.865527 4.818436 8.375192 -0.1 0.0 0.0
C -2.202375 -6.050452 -3.776187 -0.6 0.0 0.2
H -2.909651 0.735673 1.199092 -0.1 0.1 -0.5
H -2.646268 -1.606514 -3.906955 -0.1 0.3 0.2
F -0.345237 -11.620827 7.342332 0.0 0.0 -0.1
C 6.845502 1.704071 -1.027401 -0.6 0.1 0.2
H -1.966825 1.957170 2.939299 0.1 0.4 -0.1
H 2.198948 -6.472574 5.899380 -0.1 0.0 0.0
C -1.373583 1.170965 -1.450294 0.0 -0.2 0.2
H 7.924255 1.939044 -2.896810 0.0 0.0 0.0
O -7.071693 3.773568 -0.124565 0.0 -0.8 0.1
H -0.913794 -2.668762 -5.977784 -0.2 0.0 -0.3
H 0.104080 -1.645549 -4.371898 0.2 -0.3 0.2
H -5.627507 4.231018 -1.387449 0.0 0.0 0.0
C -6.643024 1.142400 -2.491429 0.1 -0.1 -0.3
F 1.576688 -6.069490 7.758474 0.0 0.0 -0.1
H -3.066678 1.816285 10.406713 0.0 0.0 0.0
H 4.233719 -1.282663 -2.761819 0.2 0.3 -0.2
F -4.716513 2.403774 -2.434909 -0.2 0.0 -0.3
C 10.932518 4.994917 -2.934683 0.6 0.3 0.2
C -5.840961 2.164887 -1.679267 -0.3 0.1 0.6
C -8.504354 2.379393 1.254379 -0.1 -0.1 0.3
H -5.084330 -4.611908 -1.360882 -0.2 -0.4 0.0
H -1.687540 -2.485058 -2.338666 -0.3 0.1 -0.1
H 1.975604 -2.547660 -2.264981 -0.2 -0.3 0.0
F -7.787454 0.797465 -1.893430 -0.1 0.1 0.3
C 4.646569 4.292243 -1.149254 0.7 0.1 0.2
O 11.767428 5.877880 -3.571251 -0.7 0.2 -0.1
H -2.878819 1.388962 -4.921796 -0.3 0.0 0.1
F -1.963873 2.904740 5.076801 -0.2 -0.1 -0.1
F -3.915851 0.905550 8.847740 0.0 0.1 -0.3
H -2.542634 2.916752 -5.712856 0.0 0.2 -0.2
H -4.478128 2.616151 4.691939 0.1 0.1 0.0
N -1.731191 -2.705272 -5.385327 0.1 0.0 0.7
H -2.970258 -0.554400 -2.192877 -0.2 -0.4 -0.2
C 1.496225 -6.841416 6.650142 0.3 0.1 0.0
C -0.688707 -2.458677 -1.931977 0.0 -0.4 0.7
H -1.600011 1.442968 -6.073771 0.1 0.0 -0.4
F 5.964504 1.961072 -3.244628 -0.2 0.2 0.2
C -0.604047 -0.828166 -4.342497 -1.2 -0.3 0.2
C -0.867751 -10.404107 7.071205 -0.2 -0.3 0.1
C -2.087078 2.025602 -5.304046 0.1 -0.6 0.9
F 10.653449 5.371113 -1.670998 -0.1 0.1 -0.1